DFT (wB97M-V/def2-TZVPD) results for a 2-piece molecular cluster, C24H29N4O4 overall at a distorted geometry.

```
! RIJCOSX wB97M-V def2-TZVPD def2/J DEFGRID3
* xyz 1 1
O -6.667 3.596 1.455
O -2.272 0.571 1.458
O 2.991 1.224 -3.274
O 1.441 -0.300 -2.608
N 4.077 -2.247 -0.989
N 5.941 -3.614 -1.736
N 4.333 -1.451 -2.104
N 5.374 -3.861 0.588
C -5.768 1.430 1.521
C -5.988 -1.345 1.635
C 4.813 -1.430 1.360
C 0.768 1.797 -4.141
C -4.620 0.638 1.502
C -1.921 3.334 1.215
C 1.779 0.880 -3.320
C -2.969 5.496 1.014
C 0.195 -0.905 -0.446
C 2.272 -2.004 0.757
C -7.134 -0.553 1.674
C -3.279 1.261 1.430
C -4.329 3.522 1.285
C -4.733 -0.752 1.553
C 5.328 -2.892 1.734
C 1.148 -2.200 -0.369
C 3.675 -1.446 0.214
C 0.191 -0.169 -1.870
C -1.819 4.712 1.066
C -7.025 0.831 1.617
C -3.178 2.734 1.314
C -5.666 2.903 1.425
C 5.124 -3.209 -0.717
C -4.222 4.904 1.129
H 5.744 -0.829 1.036
H 5.880 -4.618 -1.967
H -8.112 -1.017 1.745
H 3.988 -1.868 -2.976
H 6.524 -2.956 -2.274
H 4.581 -4.511 0.756
H 5.308 -1.141 -2.167
H 4.457 -0.938 2.329
H 1.008 1.827 -5.263
H -0.841 5.176 0.986
H 3.526 -0.337 -0.065
H -3.845 -1.375 1.526
H -1.022 2.727 1.250
H 0.450 -0.150 0.368
H 0.487 -3.075 -0.011
H -7.921 1.443 1.643
H 4.710 -3.342 2.598
H -5.114 5.521 1.093
H 0.037 0.950 -1.656
H 1.545 -2.509 -1.390
H 2.459 -2.993 1.292
H -2.889 6.571 0.885
H -6.074 -2.426 1.670
H 1.900 -1.247 1.538
H -0.884 -1.271 -0.273
H -0.667 -0.515 -2.542
H 0.815 2.845 -3.664
H 6.397 -2.807 2.160
H -0.307 1.410 -3.998
*
```

Properties
HOMO level   -11.4 eV
Frontier orbital gap   6.94 eV

Mulliken population analysis, charges in e, atoms 1 to 4: -0.6571 -0.7022 -0.5460 -0.1920